Entry 1:
DFT (ωB97M-V/def2-TZVPD) results for a single C4H8N2O2 molecule at a distorted geometry.

Cartesian coordinates (Å):
O1 -2.19413 -0.42718 -1.64041
O2 0.52882 -1.56092 0.01552
N1 2.62169 0.60045 0.59265
N2 0.43661 0.68660 -0.52697
C1 -2.42344 -0.86765 0.70457
C2 1.87818 1.03681 -0.54817
C3 -1.68974 -0.46681 -0.54504
C4 -0.00599 -0.55586 -0.36615
H1 -3.47726 -1.04350 0.49906
H2 1.92504 2.12334 -0.62164
H3 2.26447 1.00932 1.45091
H4 -1.97147 -1.77363 1.10716
H5 -0.51388 1.13373 -0.81353
H6 2.59691 -0.40988 0.67917
H7 -2.30798 -0.08479 1.45487
H8 2.33215 0.59995 -1.44201

Atoms 1-2, force components in eV/Å:
O 0.2 0.8 0.3
O 0.5 -0.5 -0.3

**HOMO energy**: -9.005 eV
**Strongest force on any atom**: 3.56 eV/A
**LUMO level**: 0.7 eV
**SMILES**: CC(=O)C(=O)NCN

Okay, here come the Mulliken numbers, in e, for every atom: -0.51 -0.59 -0.58 -0.15 -1.13 -0.53 0.41 0.57 0.33 0.38 0.25 0.31 0.31 0.28 0.31 0.33

Entry 2:
DFT (ωB97M-V/def2-TZVPD) results for a single C4H8N2O2 molecule at a distorted geometry.

Cartesian coordinates (Å):
O1 2.60902 -0.89269 -0.50461
O2 -2.13471 1.32590 -0.40037
N1 -0.59767 0.26539 0.87035
N2 0.48949 -0.63360 0.47832
C1 1.73137 1.45436 -0.28392
C2 -1.61495 0.29393 -0.08842
C3 -2.05125 -1.19648 -0.52790
C4 1.65220 -0.06247 -0.05106
H1 0.46193 -1.47121 0.76575
H2 1.02268 1.82332 -0.80494
H3 -2.05690 -1.83786 0.42636
H4 -0.46760 0.08469 1.66802
H5 -3.05788 -0.98728 -0.94021
H6 2.99179 1.57336 -0.60620
H7 -1.06778 -1.60233 -0.88834
H8 2.09025 1.86297 0.88719

Atoms 1-2, force components in eV/Å:
O -4.7 4.1 2.8
O 0.0 -0.5 -0.2

**HOMO energy**: -9.768 eV
**Strongest force on any atom**: 15.32 eV/A
**LUMO level**: 0.5 eV
**SMILES**: CC(=O)NNC(C)=O

Okay, here come the Mulliken numbers, in e, for every atom: -0.65 -0.47 -0.20 -0.10 -0.94 0.56 -1.00 0.57 0.19 0.42 0.29 0.12 0.33 0.27 0.35 0.26

Entry 3:
DFT (ωB97M-V/def2-TZVPD) results for a single C4H8N2O2 molecule at a distorted geometry.

Cartesian coordinates (Å):
O1 1.72617 -0.02239 -1.76793
O2 -1.02100 1.06061 -2.36607
N1 -2.33600 -0.35836 0.29721
N2 0.24808 -0.50575 0.51848
C1 -1.16364 -0.13684 -0.16018
C2 0.39262 -0.15565 1.93347
C3 -0.53918 0.52509 -1.19471
C4 0.86162 0.49116 -0.83887
H1 -0.35925 -0.65870 2.54594
H2 2.63615 0.21519 -1.53707
H3 1.38471 -0.43653 2.28794
H4 -2.37665 -1.10162 0.98810
H5 0.47010 -1.47413 0.30827
H6 -1.50762 0.36954 -2.83621
H7 0.24601 0.91765 2.04844
H8 1.33788 1.27071 -0.22682

Atoms 1-2, force components in eV/Å:
O 0.0 0.0 0.5
O -0.2 -0.1 0.0

**HOMO energy**: -6.720 eV
**Strongest force on any atom**: 1.51 eV/A
**LUMO level**: 0.4 eV

Okay, here come the Mulliken numbers, in e, for every atom: -0.46 -0.57 -0.84 -0.10 0.30 -0.86 0.12 0.02 0.30 0.38 0.33 0.19 0.30 0.32 0.31 0.27

Entry 4:
DFT (ωB97M-V/def2-TZVPD) results for a 2-piece molecular cluster, C4H8N2O2 overall at a distorted geometry.

Cartesian coordinates (Å):
O1 -1.65353 -0.22611 -2.21353
O2 -0.68555 -0.16480 1.16704
N1 -0.88684 -0.37927 -1.05722
N2 3.22226 0.36024 1.16453
C1 -1.42798 -0.18813 0.05938
C2 -2.97134 -0.10435 0.39156
C3 3.37054 1.34118 1.82264
C4 2.96565 -0.31698 0.12492
H1 -3.28327 -0.48527 1.28719
H2 3.84343 -0.48250 -0.55282
H3 3.98747 1.40777 2.73455
H4 -3.58377 -0.42664 -0.49700
H5 2.01968 -0.89628 0.03286
H6 -1.05319 -0.36716 -2.96502
H7 -3.17934 0.96931 0.38815
H8 0.30325 -0.39998 0.99445

Atoms 1-2, force components in eV/Å:
O -0.8 -0.2 0.2
O 2.7 -0.8 0.6

**HOMO energy**: -8.066 eV
**Strongest force on any atom**: 5.21 eV/A
**LUMO level**: 0.8 eV

Okay, here come the Mulliken numbers, in e, for every atom: -0.41 -0.48 -0.34 -0.04 0.73 -1.05 -0.28 -0.23 0.35 0.25 0.23 0.31 0.11 0.35 0.29 0.23

Entry 5:
DFT (ωB97M-V/def2-TZVPD) results for a single C4H8N2O2 molecule at a distorted geometry.

Cartesian coordinates (Å):
O1 1.67098 -0.40843 -2.40643
O2 1.69776 0.86306 -0.54320
N1 -0.29612 0.44668 -1.68707
N2 -1.60692 0.68919 0.63228
C1 1.09079 0.31056 -1.60911
C2 0.92153 0.91937 0.67304
C3 -0.35153 -1.38905 1.07159
C4 -0.48220 0.04800 0.65039
H1 -1.33296 -1.86042 1.17604
H2 0.24587 -1.93094 0.33469
H3 0.66279 1.96413 0.86654
H4 -2.36826 0.10336 0.99330
H5 -0.82789 1.18316 -1.22970
H6 1.57472 0.56605 1.47596
H7 -0.74742 -0.06019 -2.43869
H8 0.14887 -1.44452 2.04038

Atoms 1-2, force components in eV/Å:
O 0.0 1.1 0.9
O -0.4 -0.2 0.3

**HOMO energy**: -9.728 eV
**Strongest force on any atom**: 2.66 eV/A
**LUMO level**: 0.7 eV
**SMILES**: [H]/N=C(\C)COC(N)=O

Okay, here come the Mulliken numbers, in e, for every atom: -0.59 -0.34 -0.43 -0.79 0.64 -0.50 -1.30 0.92 0.40 0.31 0.32 0.25 0.28 0.32 0.20 0.31

Entry 6:
DFT (ωB97M-V/def2-TZVPD) results for a single C4H8N2O2 molecule at a distorted geometry.

Cartesian coordinates (Å):
O1 -0.20964 2.07322 0.09147
O2 -2.59218 1.28542 -1.28632
N1 -1.31775 -1.33851 1.01100
N2 -1.94007 0.39507 -0.80716
C1 -0.88140 -0.06650 0.98954
C2 0.71083 -0.14847 -0.80477
C3 2.05940 0.22472 -0.23158
C4 -0.51263 0.88296 -0.07073
H1 -1.36330 -1.86366 1.87323
H2 0.56818 0.20648 -1.82583
H3 -0.41905 0.22896 1.93037
H4 0.53729 -1.22412 -0.80164
H5 2.86064 -0.07500 -0.91313
H6 2.13325 1.31038 -0.12725
H7 2.23986 -0.23033 0.74579
H8 -1.87342 -1.66061 0.22700

Atoms 1-2, force components in eV/Å:
O 0.0 -0.3 0.1
O 1.1 -1.1 0.8

**HOMO energy**: -7.652 eV
**Strongest force on any atom**: 3.92 eV/A
**LUMO level**: -0.6 eV

Okay, here come the Mulliken numbers, in e, for every atom: -0.75 -0.34 -0.30 -0.08 -0.26 -0.50 -1.05 0.74 0.25 0.36 0.38 0.32 0.35 0.31 0.27 0.29

Entry 7:
DFT (ωB97M-V/def2-TZVPD) results for a single C4H8N2O2 molecule at a distorted geometry.

Cartesian coordinates (Å):
O1 0.48619 -1.37094 1.66636
O2 -0.49267 2.52898 -0.04221
N1 0.67551 -1.53138 0.18397
N2 -1.56929 0.59098 1.03203
C1 -1.02773 0.08487 -0.56150
C2 1.42268 0.31677 -1.29335
C3 -0.80497 1.37321 0.02427
C4 0.33566 -0.31463 -0.47206
H1 1.39432 -1.30483 1.98564
H2 1.60539 -0.24245 -2.21704
H3 -1.90364 -0.44493 -0.94871
H4 -2.48194 0.96822 1.26489
H5 -1.15993 -0.07487 1.68396
H6 2.36028 0.34775 -0.73387
H7 1.16429 1.33914 -1.57239
H8 -0.00414 -2.26589 0.00001

Atoms 1-2, force components in eV/Å:
O 0.0 0.0 -0.6
O -0.3 -0.7 0.1

**HOMO energy**: -7.570 eV
**Strongest force on any atom**: 2.51 eV/A
**LUMO level**: 0.8 eV

Okay, here come the Mulliken numbers, in e, for every atom: -0.45 -0.55 -0.51 -0.27 -0.38 -1.04 0.37 0.39 0.31 0.26 0.36 0.25 0.30 0.31 0.34 0.31

Entry 8:
DFT (ωB97M-V/def2-TZVPD) results for a 2-piece molecular cluster, C4H8N2O2S overall at a distorted geometry.

Cartesian coordinates (Å):
S1 0.81078 0.72388 -1.79017
O1 -0.67641 1.49308 -3.72151
O2 -1.05461 -1.68573 1.92489
N1 -0.03362 -1.17944 1.29706
N2 -0.64739 1.30077 -2.46184
C1 -1.80663 1.14942 -0.24476
C2 1.12676 -1.44338 1.78335
C3 -1.76464 1.46831 -1.75892
C4 2.48593 -1.20884 1.16324
H1 -1.89625 0.04108 0.01925
H2 3.08182 -2.24026 1.00966
H3 -2.74381 1.59798 -2.09080
H4 3.01189 -0.42033 1.71411
H5 -2.62791 1.72039 0.09634
H6 -0.93412 1.48957 0.16129
H7 1.38230 -2.07063 2.75364
H8 2.28591 -0.73588 0.14518

Atoms 1-2, force components in eV/Å:
S 0.6 0.1 0.4
O -0.1 0.4 -1.2

**HOMO energy**: 0.572 eV
**Strongest force on any atom**: 4.14 eV/A
**LUMO level**: 6.6 eV
**Net charge**: -2

Okay, here come the Mulliken numbers, in e, for every atom: -0.54 -0.74 -0.70 0.02 0.36 -1.09 -0.51 -0.26 -0.41 0.26 0.19 0.39 0.19 0.39 0.25 0.26 -0.06

Entry 9:
DFT (ωB97M-V/def2-TZVPD) results for a single C4H8N2O2S molecule at a distorted geometry.

Cartesian coordinates (Å):
S1 3.94038 0.05963 -0.53631
O1 2.82614 -0.90130 0.26867
O2 5.18299 -0.48711 -0.03499
N1 -1.44091 -0.27858 -0.36134
N2 1.52977 -0.92525 -0.22068
C1 -0.81656 -1.39029 -0.05771
C2 -2.81323 -0.26540 -0.83730
C3 3.53499 1.66636 0.17228
C4 0.58258 -1.51737 0.38384
H1 -3.22701 -1.32350 -0.74986
H2 -1.19701 -2.39135 -0.08098
H3 3.67815 2.38429 -0.67151
H4 4.19912 2.00385 0.94564
H5 -2.82763 0.35706 -1.66782
H6 2.61976 1.51087 0.65854
H7 0.78046 -2.07125 1.28434
H8 -3.34162 0.24716 -0.04753

Atoms 1-2, force components in eV/Å:
S -0.5 -0.3 -1.7
O -1.1 -1.3 1.7

**HOMO energy**: -9.322 eV
**Strongest force on any atom**: 4.46 eV/A
**LUMO level**: 0.4 eV

Okay, here come the Mulliken numbers, in e, for every atom: 0.63 -0.10 -0.53 -0.37 -0.46 0.13 -0.66 -0.77 -0.36 0.28 0.32 0.28 0.32 0.29 0.28 0.46 0.27

Entry 10:
DFT (ωB97M-V/def2-TZVPD) results for a 2-piece molecular cluster, C4H8N2O2S overall at a distorted geometry.

Cartesian coordinates (Å):
S1 -1.38531 1.49712 -0.18962
O1 -2.03292 -0.21376 1.42241
O2 -2.36099 1.17256 -1.20596
N1 -0.07991 0.76382 -0.52361
N2 -1.60471 -1.14759 0.79824
C1 1.52298 2.37146 0.44671
C2 -1.18338 -1.95672 0.09581
C3 1.09340 0.91210 0.28933
C4 -0.54350 -2.92228 -0.74894
H1 1.65489 2.82290 -0.53183
H2 -1.07808 -2.98585 -1.69631
H3 1.89549 0.34796 -0.19982
H4 0.76143 2.92378 0.99538
H5 0.92534 0.47046 1.28116
H6 0.47712 -2.59156 -0.94042
H7 -0.52505 -3.90593 -0.28144
H8 2.46322 2.44153 0.98889

Atoms 1-2, force components in eV/Å:
S 1.3 -0.5 -1.0
O -0.7 0.8 1.2

**HOMO energy**: -9.629 eV
**Strongest force on any atom**: 2.16 eV/A
**LUMO level**: 0.3 eV

Okay, here come the Mulliken numbers, in e, for every atom: 0.51 -0.71 -0.50 -0.31 0.50 -1.23 0.45 -0.14 -0.97 0.32 0.27 0.29 0.35 0.25 0.25 0.32 0.37

Q: The highest HOMO energy belongs to which entry?
A: number 8